Version A
A 2-piece molecular cluster, C3H4FN overall, computed with the ωB97M-V functional and the def2-TZVPD basis.

Computed properties:
LUMO energy (eV): -1.9678
Highest occupied orbital energy (eV): -8.23

Each line ends with the Löwdin charge.
Positions of all 9 atoms, in Å:
C -0.944 1.706 0.093  0.1195
C 1.324 -1.301 0.050  0.1758
C -0.099 0.707 0.075  -0.0847
N 0.758 -0.144 0.004  0.0846
F -1.388 -1.616 -0.343  -0.7021
H -2.003 1.248 0.134  0.1367
H -0.725 2.690 -0.305  0.0834
H 2.436 -1.224 0.072  0.1224
H 0.641 -2.066 0.220  0.0643


Version B
A 2-piece molecular cluster, C3H4FN overall, computed with the ωB97M-V functional and the def2-TZVPD basis.

Computed properties:
LUMO energy (eV): -0.1148
Highest occupied orbital energy (eV): -9.97

Each line ends with the Löwdin charge.
Positions of all 9 atoms, in Å:
C 2.650 -0.160 0.286  -0.1619
C -0.179 0.471 -1.840  0.0253
C -0.623 -0.535 -1.121  -0.2972
N 3.679 0.043 0.757  0.0469
F -0.137 -0.842 0.004  0.0266
H 0.007 1.456 -1.716  0.0242
H -0.332 0.290 -2.870  0.0427
H 1.782 0.504 0.873  0.1584
H -1.019 -1.488 -1.609  0.1351


Version C
C3H4FN as an isolated structure, computed with the ωB97M-V functional and the def2-TZVPD basis.

Computed properties:
LUMO energy (eV): 0.9806
Highest occupied orbital energy (eV): -9.82

Each line ends with the Löwdin charge.
Positions of all 9 atoms, in Å:
C -0.280 -0.928 0.566  -0.1638
C 0.983 0.490 -0.135  -0.0660
C -0.830 0.281 -0.205  -0.1943
N 0.948 -0.787 0.530  0.0171
F -1.733 1.227 0.130  0.0083
H -0.837 -1.831 0.814  0.1049
H 1.486 0.304 -1.056  0.0860
H 1.212 1.200 0.620  0.0868
H -0.950 0.043 -1.264  0.1210


Tell me which of them is the most stable. Sure, it is version C.


Version A
C3H6F2S as an isolated structure, computed with the ωB97M-V functional and the def2-TZVPD basis.

Computed properties:
LUMO energy (eV): 0.8021
Highest occupied orbital energy (eV): -9.22

Each line ends with the Löwdin charge.
Positions of all 12 atoms, in Å:
C -0.027 0.631 1.370  -0.1122
C 0.144 0.336 -1.528  -0.0827
C -0.284 -0.344 0.239  -0.7793
F 0.417 1.667 -1.309  -0.0961
F -1.561 -0.703 0.113  -0.0491
S 0.638 -1.897 0.415  0.7932
H -0.605 0.464 2.322  0.0920
H 1.080 0.647 1.720  0.1027
H -0.169 1.767 1.200  0.1026
H -0.801 0.252 -2.203  0.1254
H 1.068 -0.121 -1.918  0.0829
H 0.099 -2.698 -0.421  -0.1793


Version B
One molecule with the formula C3H6F2S, computed with the ωB97M-V functional and the def2-TZVPD basis.

Computed properties:
LUMO energy (eV): 0.7587
Highest occupied orbital energy (eV): -10.05

Each line ends with the Löwdin charge.
Positions of all 12 atoms, in Å:
C 1.282 -0.717 0.200  -0.0971
C -0.344 1.071 -0.296  -0.1979
C -0.178 -0.338 0.284  -0.8275
F -1.665 1.543 -0.385  -0.0995
F -0.470 -0.198 1.748  -0.1040
S -1.205 -1.496 -0.547  0.8814
H 1.802 0.024 0.964  0.1379
H 1.371 -1.778 0.491  0.0848
H 1.736 -0.546 -0.774  0.0814
H 0.042 1.347 -1.324  0.1500
H -0.074 1.899 0.358  0.1285
H -2.296 -0.809 -0.720  -0.1379


Tell me which of them is the most stable. Sure, it is version B.


Version A
An isolated ion of composition C8H15N2O and charge +1, computed with the ωB97M-V functional and the def2-TZVPD basis.

Computed properties:
LUMO energy (eV): -5.1059
Highest occupied orbital energy (eV): -13.58
Charge: +1

Each line ends with the Löwdin charge.
Positions of all 26 atoms, in Å:
C 1.365 0.405 -1.464  0.0937
C 1.193 2.068 0.079  -0.0763
C 1.033 -0.602 -0.172  -0.2135
C -0.308 0.281 0.487  -0.1841
C -2.034 -1.140 -0.721  -0.0885
C -2.744 0.629 0.689  -0.0253
C 3.095 -1.334 0.594  -0.0492
C -1.610 0.235 -0.281  -0.4078
N 1.600 1.571 -1.049  0.1513
N 0.177 1.547 0.746  0.1339
O 1.973 -0.537 0.734  -0.1409
H 1.182 -0.001 -2.476  0.1494
H 1.820 2.889 0.558  0.1916
H 0.915 -1.630 -0.431  0.1393
H -0.510 -0.436 1.273  0.1704
H -1.503 -1.749 -1.447  0.0814
H -2.955 -0.879 -1.337  0.1117
H -2.472 -1.733 0.148  0.1183
H -2.669 -0.009 1.524  0.0813
H -3.489 0.464 0.024  0.0455
H -2.613 1.733 0.905  0.1123
H 3.880 -1.314 1.368  0.1178
H 3.573 -0.934 -0.330  0.1123
H 2.907 -2.348 0.458  0.0766
H -1.603 0.631 -1.272  0.1351
H -0.202 2.193 1.395  0.1636


Version B
A 2-piece molecular cluster, C8H15N2O overall, computed with the ωB97M-V functional and the def2-TZVPD basis.

Computed properties:
LUMO energy (spin up / spin down) (eV): -3.9800 / -4.7728
Highest occupied orbital energy (spin up / spin down) (eV): -11.30 / -8.66
Charge: +1

Each line ends with the Löwdin charge.
Positions of all 26 atoms, in Å:
C -2.116 0.089 -0.358  -0.0505
C -2.942 0.283 0.897  0.0218
C -1.441 -1.259 1.412  -0.0027
C -1.232 -1.076 0.045  -0.1403
C 0.606 -2.868 -0.185  0.0510
C 1.875 3.117 -0.686  -0.1336
C 2.183 0.889 0.135  -0.1016
C -0.286 -1.774 -0.693  -0.2393
N -2.344 -0.404 1.864  0.0964
N 2.531 2.192 0.174  -0.1774
O -0.075 -1.269 -1.925  0.1144
H -2.690 -0.112 -1.415  0.1985
H -3.799 0.795 1.037  0.1054
H -0.981 -1.802 2.232  0.1568
H 0.888 -3.370 -1.060  0.0908
H 0.093 -3.370 0.546  0.0714
H 1.500 -2.552 0.163  0.0691
H 2.491 3.356 -1.559  0.0799
H 0.774 2.743 -0.954  0.1239
H 1.902 4.099 -0.375  0.0420
H 1.713 0.419 -0.711  0.0190
H 2.367 0.268 1.044  0.0500
H -2.769 -0.226 2.735  0.1738
H -1.723 1.083 -0.530  0.1235
H 3.270 2.567 0.787  0.1468
H 0.205 -1.819 -2.621  0.1108


Version C
A 2-piece molecular cluster, C8H15N2O overall, computed with the ωB97M-V functional and the def2-TZVPD basis.

Computed properties:
LUMO energy (spin up / spin down) (eV): -3.7443 / -5.4905
Highest occupied orbital energy (spin up / spin down) (eV): -11.42 / -11.41
Charge: +1

Each line ends with the Löwdin charge.
Positions of all 26 atoms, in Å:
C -2.670 1.473 -1.017  -0.0725
C -1.310 1.227 -1.413  -0.0982
C -2.641 1.724 0.334  -0.0875
C -0.530 1.326 -0.326  -0.1314
C 0.791 -1.750 -1.725  0.0055
C -0.868 1.776 2.095  -0.0113
C 2.273 -0.115 0.200  0.1895
C 0.664 -2.055 -0.267  -0.3448
N -1.335 1.738 0.729  -0.1352
N 1.424 -1.262 0.609  0.0304
O -0.140 -2.947 0.369  0.1214
H -3.515 1.501 -1.709  0.1066
H -1.020 1.063 -2.451  0.1043
H -3.567 1.983 0.868  0.1364
H 1.796 -1.807 -1.998  0.0631
H 0.598 -0.704 -1.946  0.0717
H 0.419 -2.609 -2.346  0.1319
H -0.624 0.834 2.458  0.0549
H 0.038 2.300 2.352  0.1012
H -1.636 2.129 2.629  0.0570
H 0.432 1.286 -0.187  0.0303
H 3.017 0.065 0.857  0.0610
H 2.295 -0.172 -0.844  0.0596
H 1.817 -1.992 1.283  0.2279
H 0.726 -0.893 1.350  0.2103
H -0.097 -3.698 -0.203  0.1177


Tell me which of them is the most stable. Sure, it is version A.